Here is a cluster of 5 separate species, C49H102N7O6Si in total in a non-equilibrium geometry from the Open Molecules 2025 dataset. Energies are from ωB97M-V with the def2-TZVPD basis set.

Geometry as XYZ:
```
165
Properties=species:S:1:pos:R:3:forces:R:3:lowdin_charge:R:1
C 0.63455 4.95530 -3.07105 -0.268 -0.159 0.020 -0.0613
C 1.67196 4.04280 -3.67321 0.034 0.235 0.637 -0.2436
O 1.06466 2.86721 -4.20767 0.387 -0.134 -0.399 -0.1292
C 1.04902 1.83036 -3.27880 -0.671 0.485 0.525 -0.2297
C 0.02416 0.79942 -3.70496 0.604 -0.258 -0.285 -0.0953
N -0.01794 -0.28584 -2.71622 -0.530 0.464 -0.937 0.1506
C -0.68025 -0.20789 -1.58916 0.124 -1.550 0.376 -0.3652
N -1.38331 0.84006 -1.18960 -0.111 1.811 -0.721 0.1228
C -0.90946 1.49374 0.05021 -0.404 -0.763 0.735 -0.1196
C -0.80220 0.40223 1.09690 -0.159 0.358 -0.340 -0.1300
C -0.00030 -0.75778 0.55874 -0.483 -0.587 1.025 -0.2915
C 0.12326 -1.86374 1.61622 0.516 0.367 -0.277 -0.1001
C 1.54105 -2.45554 1.73855 -0.432 -0.693 0.319 -0.2536
O 1.91988 -2.65452 3.08972 0.071 0.785 -0.278 -0.2054
Si 2.81782 -1.43035 3.81462 0.365 -0.034 1.170 0.4456
C 4.62002 -1.40731 3.29722 -0.620 0.211 -0.164 -0.1532
C 2.13533 0.30110 3.48373 0.129 -0.626 -0.151 -0.1576
C 2.69356 -1.70189 5.67376 -0.123 0.166 -1.475 -0.1375
N -0.64303 -1.25921 -0.71290 1.576 0.289 0.058 0.1489
H -0.05234 4.36990 -2.46494 -0.157 -0.133 0.166 0.0659
H 0.04122 5.44474 -3.82997 -0.083 0.279 -0.170 0.0619
H 1.08387 5.67896 -2.40255 0.134 0.313 -0.056 0.0852
H 2.26338 4.54071 -4.42730 -0.043 -0.039 -0.483 0.1245
H 2.36378 3.79191 -2.87263 0.303 -0.394 0.029 0.1156
H 0.71333 2.23072 -2.31850 0.083 0.016 0.358 0.1018
H 2.02366 1.37076 -3.10283 0.220 -0.072 -0.229 0.1394
H -0.95257 1.23463 -3.86422 -0.261 0.153 0.053 0.1222
H 0.33110 0.38568 -4.65580 -0.057 -0.260 -0.217 0.1400
H 0.48302 -1.13180 -2.93880 -0.139 -0.106 0.027 0.1710
H -1.63907 1.47412 -1.93630 0.182 0.185 0.096 0.1422
H -1.62752 2.24355 0.33314 -0.234 0.285 0.027 0.1301
H 0.07623 1.94861 -0.03874 0.052 0.194 -0.550 0.1219
H -0.30100 0.79629 1.96644 0.206 0.102 0.330 0.1090
H -1.78924 0.07939 1.39723 -0.285 -0.230 0.071 0.1391
H 1.00822 -0.41855 0.31859 0.159 0.178 -0.178 0.1403
H -0.60057 -2.64465 1.41659 -0.208 -0.124 0.052 0.1265
H -0.11157 -1.42368 2.57730 -0.151 0.011 0.232 0.1113
H 2.28394 -1.84977 1.21287 0.021 0.105 -0.158 0.1052
H 1.50678 -3.44332 1.29150 0.362 -0.187 -0.283 0.1192
H 4.70859 -0.99810 2.29465 0.211 -0.191 -0.329 0.0224
H 5.12943 -0.69584 3.93861 0.086 0.152 0.265 0.0348
H 5.12843 -2.35749 3.39142 0.065 -0.240 -0.128 0.0368
H 2.22212 0.62693 2.44969 -0.157 0.095 -0.178 0.0224
H 2.72801 0.98325 4.08385 0.162 0.162 0.146 0.0407
H 1.11365 0.36223 3.84553 -0.254 0.137 -0.083 0.0264
H 1.87220 -1.08783 6.02619 -0.155 -0.069 0.382 0.0304
H 2.51688 -2.75484 5.84265 0.006 -0.212 0.433 0.0252
H 3.62836 -1.37886 6.10737 0.182 -0.038 0.418 0.0334
H -0.00177 -1.95023 -1.09288 -0.238 -0.373 0.137 0.1426
C 2.74081 -3.81979 10.98478 0.284 0.116 0.263 -0.0314
C 3.18087 -4.51982 9.68540 -1.197 0.466 1.288 -0.4856
C 3.38975 -6.01555 9.93735 0.427 -0.329 -0.151 -0.1332
C 4.66674 -6.33085 10.70372 -0.013 0.015 0.060 -0.1683
C 5.86920 -5.72651 9.99066 -0.336 -0.383 -0.142 -0.1364
C 5.72782 -4.22253 9.75003 1.026 0.769 1.395 -0.4893
N 4.41181 -3.87322 9.12628 0.234 -1.983 -0.980 -0.0718
O 4.48326 -4.11609 7.86071 -0.228 0.696 -0.458 -0.0316
C 5.91805 -3.47327 11.08725 -0.194 -0.011 0.151 -0.0376
C 6.88097 -3.74869 8.86922 -0.142 0.002 -0.552 -0.0490
C 1.98365 -4.35066 8.75490 0.167 0.000 -0.702 -0.0500
H 1.89469 -4.35003 11.42263 -0.048 -0.036 -0.130 0.0889
H 3.50455 -3.77813 11.75559 0.015 -0.029 -0.053 0.0542
H 2.42273 -2.79554 10.78262 0.049 0.007 -0.047 0.0892
H 3.42213 -6.54772 8.98126 0.051 0.091 -0.048 0.1151
H 2.53165 -6.41854 10.47888 -0.106 0.160 -0.033 0.1266
H 4.59580 -5.96305 11.73214 0.019 0.046 -0.019 0.1086
H 4.79087 -7.41256 10.77296 -0.031 0.001 -0.034 0.0930
H 6.77780 -5.91770 10.56668 0.055 0.177 -0.013 0.1263
H 5.99774 -6.23927 9.03095 -0.062 0.082 -0.052 0.1239
H 5.58011 -2.43899 11.00708 -0.042 -0.016 -0.004 0.0933
H 6.97306 -3.45356 11.35901 0.040 -0.041 -0.131 0.0835
H 5.40863 -3.94443 11.92517 -0.059 0.036 -0.040 0.0597
H 6.92762 -4.28825 7.92509 -0.125 0.058 -0.020 0.0773
H 7.82619 -3.91940 9.38292 -0.066 -0.015 0.151 0.0855
H 6.79997 -2.68156 8.65386 -0.024 -0.009 -0.004 0.0906
H 1.81784 -3.30511 8.48852 0.088 0.013 0.029 0.0813
H 1.08193 -4.71648 9.24577 0.081 0.001 0.191 0.0891
H 2.09385 -4.92206 7.83369 0.115 0.063 -0.014 0.0782
C -3.77797 4.16687 -9.19012 0.368 -0.050 0.050 -0.0273
C -4.58246 4.77141 -8.02380 0.249 -0.398 -1.786 -0.4895
C -4.40689 6.29090 -7.99467 0.228 0.372 0.407 -0.1394
C -3.04595 6.73526 -7.46663 -0.048 -0.083 0.025 -0.1632
C -2.79444 6.12615 -6.08945 -0.325 0.358 -0.183 -0.1312
C -2.92409 4.60169 -6.08039 1.761 -0.567 -0.179 -0.4858
N -4.18738 4.13981 -6.72757 -0.888 1.768 0.856 -0.0783
O -5.15681 4.25659 -5.88264 -0.235 -0.703 0.156 -0.0163
C -1.68931 3.98600 -6.77675 0.030 0.029 -0.186 -0.0297
C -2.84941 4.10241 -4.64204 -0.500 -0.058 0.350 -0.0485
C -6.03549 4.46098 -8.37203 -0.315 -0.067 0.485 -0.0418
H -4.01822 4.68948 -10.11603 -0.135 0.022 0.048 0.0925
H -2.69960 4.23151 -9.07726 -0.028 0.030 0.037 0.0540
H -4.03124 3.11450 -9.32721 -0.014 -0.008 0.067 0.0907
H -5.18421 6.73450 -7.36324 -0.020 -0.131 0.066 0.1217
H -4.56084 6.69702 -8.99613 -0.080 -0.146 -0.056 0.1221
H -2.25497 6.45696 -8.16849 -0.002 -0.030 0.017 0.1082
H -3.01849 7.82403 -7.39400 0.005 -0.006 -0.019 0.1156
H -1.80003 6.40851 -5.73300 0.032 -0.152 0.040 0.1196
H -3.51090 6.55595 -5.38159 -0.061 -0.096 -0.005 0.1280
H -1.85945 2.93452 -7.01421 -0.040 0.008 -0.049 0.0936
H -0.82015 4.03727 -6.11881 -0.084 0.019 0.113 0.0693
H -1.39956 4.50719 -7.68602 -0.073 -0.052 -0.031 0.0630
H -3.60832 4.55418 -4.00511 -0.106 -0.088 -0.101 0.0837
H -1.88033 4.35965 -4.21787 0.088 0.025 -0.154 0.0518
H -2.96473 3.01561 -4.59740 -0.067 -0.005 -0.048 0.0831
H -6.23097 3.38835 -8.34056 0.024 0.003 0.040 0.0907
H -6.24539 4.81240 -9.38207 0.147 0.024 -0.037 0.0911
H -6.73596 4.95643 -7.70199 0.049 -0.060 0.075 0.0802
C -8.58248 10.89053 -12.56555 -0.118 0.227 0.252 -0.0293
C -7.95472 9.55653 -12.11979 -0.818 1.059 -1.194 -0.4940
C -9.04982 8.56875 -11.70771 -0.078 -0.240 0.527 -0.1362
C -9.67438 8.88758 -10.35194 0.076 0.004 -0.036 -0.1708
C -8.58796 8.98187 -9.28357 -0.196 -0.389 -0.326 -0.1340
C -7.48938 9.98611 -9.63722 -0.499 1.521 0.986 -0.4897
N -6.96646 9.78051 -11.02213 -0.301 -2.161 0.408 -0.0757
O -6.11729 8.80699 -11.01202 0.646 0.291 -0.172 -0.0271
C -8.03919 11.41895 -9.46049 -0.141 0.079 -0.185 -0.0358
C -6.36046 9.87224 -8.61997 0.496 -0.381 -0.083 -0.0448
C -7.27068 9.02282 -13.37538 0.439 -0.299 0.128 -0.0472
H -9.35671 10.70605 -13.31088 0.077 -0.111 -0.053 0.0896
H -9.05745 11.45431 -11.76827 0.024 -0.052 0.020 0.0542
H -7.83037 11.53614 -13.02091 0.050 -0.026 0.043 0.0916
H -8.63031 7.55796 -11.66708 0.133 0.057 0.016 0.1236
H -9.82448 8.54587 -12.47605 0.090 0.092 -0.106 0.1232
H -10.25072 9.81517 -10.40578 0.034 0.016 0.003 0.1060
H -10.38443 8.10343 -10.08193 -0.010 0.016 -0.005 0.1138
H -9.03165 9.25474 -8.32369 0.113 0.114 0.028 0.1262
H -8.14407 7.98927 -9.14886 0.092 0.035 -0.057 0.1213
H -7.38422 12.14954 -9.93676 -0.011 -0.017 -0.042 0.0954
H -8.09678 11.67066 -8.40180 0.083 -0.116 0.036 0.0840
H -9.04773 11.54812 -9.84723 0.044 0.000 -0.071 0.0601
H -5.95685 8.86236 -8.56736 0.044 0.026 -0.139 0.0562
H -6.72495 10.11902 -7.62327 -0.191 0.083 -0.070 0.0880
H -5.54385 10.55743 -8.85456 -0.009 -0.019 -0.055 0.0957
H -6.43466 9.65739 -13.67149 0.009 -0.001 0.048 0.0912
H -7.98742 9.00583 -14.19629 -0.101 0.092 0.064 0.0900
H -6.90040 8.00767 -13.24457 0.060 0.047 0.075 0.0788
C 7.46169 -10.77801 8.11232 0.034 -0.066 -0.344 -0.0285
C 6.05649 -10.58327 8.71203 1.755 -0.346 0.122 -0.4889
C 5.37734 -11.93977 8.91818 -0.494 -0.181 -0.224 -0.1355
C 4.88701 -12.57466 7.62120 0.013 0.061 0.012 -0.1720
C 3.96983 -11.60680 6.87957 -0.011 -0.258 0.467 -0.1355
C 4.62078 -10.24731 6.61802 0.529 -0.086 -1.776 -0.4901
N 5.23923 -9.67194 7.85305 -1.672 -1.033 1.017 -0.0686
O 4.31446 -9.13095 8.57256 0.144 0.799 0.063 -0.0275
C 5.67086 -10.39592 5.49497 0.214 -0.099 0.073 -0.0377
C 3.57315 -9.29258 6.05115 -0.253 0.310 0.406 -0.0465
C 6.31346 -9.96102 10.08188 -0.408 0.342 0.145 -0.0458
H 8.02138 -11.50248 8.70472 -0.065 0.049 0.121 0.0898
H 7.46898 -11.15011 7.09233 -0.058 0.007 0.023 0.0541
H 8.01795 -9.83944 8.12332 -0.060 0.037 -0.011 0.0910
H 4.52149 -11.81865 9.59037 -0.004 0.140 -0.035 0.1258
H 6.06777 -12.61705 9.42384 0.112 0.125 0.034 0.1237
H 5.73435 -12.86764 6.99507 0.002 0.036 -0.008 0.1060
H 4.34267 -13.49384 7.84591 0.016 -0.005 -0.007 0.1144
H 3.65648 -12.04531 5.92979 0.031 0.140 -0.085 0.1258
H 3.05934 -11.46596 7.47127 0.038 0.105 0.031 0.1260
H 6.32422 -9.52331 5.45410 0.017 -0.011 0.042 0.0943
H 5.17577 -10.48119 4.52795 -0.129 0.044 0.056 0.0828
H 6.28473 -11.28921 5.58921 0.033 0.050 0.053 0.0595
H 2.71204 -9.18704 6.70874 0.098 0.057 0.089 0.0789
H 3.20544 -9.67748 5.10067 0.123 -0.107 -0.026 0.0845
H 3.99681 -8.30192 5.87572 0.008 -0.004 0.036 0.0923
H 6.73627 -8.95886 9.98916 -0.028 -0.001 -0.037 0.0826
H 7.02607 -10.57708 10.63001 0.051 -0.073 -0.115 0.0917
H 5.40795 -9.89735 10.68318 -0.031 0.052 -0.078 0.0784
```
Positions in Å, forces in eV/Å.

2S+1   5
⟨S²⟩   6.016
Frontier orbital gap (spin up / spin down)   6.64 / 7.53 eV
Calculated total energy   -3052.0307 Eh
Net charge   +1
HOMO level (spin up / spin down)   -9.4 / -10.3 eV
LUMO energy (spin up / spin down)   -2.80 / -2.80 eV

=====

Here is a cluster of 2 separate species, C7H13N2O in total in a non-equilibrium geometry from the Open Molecules 2025 dataset. Energies are from ωB97M-V with the def2-TZVPD basis set.

Geometry as XYZ:
```
23
Properties=species:S:1:pos:R:3:forces:R:3:lowdin_charge:R:1
C 2.52113 -2.87298 -0.23160 0.094 -2.375 -2.146 -0.3628
C 1.34134 0.96788 1.64471 -0.554 -2.431 0.818 0.0276
C 0.60681 0.13311 2.69323 2.473 0.330 -2.717 0.0663
C -0.66775 -0.02641 0.52560 -1.275 0.107 1.675 -0.0625
C -0.79595 0.07230 -0.78738 -1.022 0.052 1.878 -0.2889
C -2.17775 0.41013 -1.31592 -1.225 0.339 1.025 -0.0325
C 0.44239 -0.00985 -1.56942 2.025 -1.128 -2.333 -0.0344
N 2.62091 -3.61856 -1.14636 -0.314 1.346 1.099 0.2752
N 0.56305 -0.25400 1.22066 0.571 1.254 0.481 -0.0618
O 2.26176 -2.14509 0.64381 0.359 0.788 0.972 0.1087
H 0.91481 1.78990 1.23111 -1.529 2.562 -0.569 0.0913
H 2.37035 0.92736 1.34488 0.605 -0.490 0.824 0.1318
H 1.22082 -0.47411 3.30420 0.395 -0.713 0.379 0.1179
H -0.30780 0.44735 3.11340 -0.917 0.418 0.043 0.1149
H -1.40917 0.08818 1.32455 -0.488 0.054 -1.125 0.1388
H -2.13161 1.19180 -2.01751 0.447 0.755 -1.491 0.0628
H -2.98328 0.87348 -0.64323 1.735 -0.899 0.138 0.1196
H -2.72350 -0.41635 -1.74328 0.300 -0.503 -0.453 0.0834
H 0.85123 0.98335 -1.67899 -0.023 0.667 -0.219 0.0875
H 0.27760 -0.36207 -2.65533 0.325 0.256 1.797 0.1289
H 1.38193 -0.55413 -1.10395 -2.274 0.591 -0.939 0.1035
H 2.98944 -4.34532 -1.70713 0.344 -0.273 -0.106 0.1076
H 1.19909 -0.90350 0.75173 -0.052 -0.709 0.968 0.0771
```
Positions in Å, forces in eV/Å.

Frontier orbital gap   10.96 eV
Calculated total energy   -458.9455 Eh
Net charge   +1
HOMO level   -13.4 eV
LUMO energy   -2.43 eV

=====

Here is a structure of composition C9H10CeNO6 in a non-equilibrium geometry from the Open Molecules 2025 dataset. Energies are from ωB97M-V with the def2-TZVPD basis set.

Geometry as XYZ:
```
27
Properties=species:S:1:pos:R:3:forces:R:3:lowdin_charge:R:1
O 3.88242 0.51881 -5.73018 -1.553 1.287 3.534 0.1087
C 3.43122 0.87140 -4.73112 1.673 -1.125 -3.608 0.0503
Ce 0.36668 1.63933 -0.85440 -4.048 -4.749 0.932 1.4610
O 1.63755 -0.86077 -3.39348 -2.201 4.974 5.561 0.2555
C 1.30177 -0.07100 -2.56646 0.439 -6.332 -7.119 -0.1045
C 1.96829 3.37990 -0.56741 -6.044 5.192 1.948 0.2370
O 0.80779 3.81707 -0.30218 8.337 -1.777 -1.547 -0.0260
C -0.03359 1.88304 -3.42402 0.515 2.305 -8.081 0.0507
O 0.08644 2.11866 -4.57960 -0.933 -1.680 7.618 0.2342
C 2.54009 0.54800 -1.28739 8.610 0.164 1.399 -0.1311
O 3.69189 0.34976 -1.43088 -6.279 0.746 0.571 0.2930
H 1.62374 2.33805 -2.08186 0.600 0.105 -0.053 0.0422
C -2.05907 -2.01390 2.98058 0.051 -0.645 0.600 0.0314
N -1.81548 -0.88133 2.09778 1.610 0.942 -1.499 -0.0774
C -2.89502 0.08590 1.92774 -0.761 0.381 0.120 0.0311
C -0.67834 -0.70403 1.45210 -1.801 -2.029 2.276 -0.3820
C 0.44221 -1.66618 1.61037 0.169 0.004 -0.108 0.0655
O -0.57730 0.29177 0.63991 1.416 2.307 -2.386 -0.2053
H -3.05314 -1.88976 3.41290 0.286 -0.185 -0.038 0.1134
H -1.31642 -2.01550 3.78334 -0.222 -0.075 -0.018 0.1241
H -2.01304 -2.95975 2.42962 -0.062 0.208 0.097 0.1309
H -2.57826 1.09413 2.24440 -0.114 -0.454 -0.014 0.1206
H -3.25321 0.13631 0.88258 0.143 -0.216 0.517 0.1204
H -3.68780 -0.28250 2.59058 0.001 0.617 -0.491 0.1138
H 0.50666 -2.24124 0.67931 0.114 -0.108 0.130 0.1254
H 1.38197 -1.13226 1.77135 -0.023 -0.016 -0.036 0.1133
H 0.29196 -2.35390 2.44642 0.079 0.159 -0.305 0.1036
```
Positions in Å, forces in eV/Å.

Frontier orbital gap (spin up / spin down)   5.54 / 5.54 eV
Calculated total energy   -1328.8908 Eh
Net charge   +3
HOMO level (spin up / spin down)   -20.7 / -20.7 eV
LUMO energy (spin up / spin down)   -15.13 / -15.14 eV

=====

Here is a cluster of 2 separate species, C2H5Br2P in total in a non-equilibrium geometry from the Open Molecules 2025 dataset. Energies are from ωB97M-V with the def2-TZVPD basis set.

Geometry as XYZ:
```
10
Properties=species:S:1:pos:R:3:forces:R:3:lowdin_charge:R:1
C 0.21806 0.53209 0.12596 -0.080 -1.254 2.085 -0.2138
C -0.25502 -0.74412 -0.35882 -2.047 -0.957 -0.574 -0.0522
P -3.49892 0.18338 -1.17319 0.174 0.365 0.802 -0.0027
Br -4.32791 -1.24273 0.31255 0.085 0.056 -0.281 0.0648
Br -3.00162 1.88382 0.23068 -0.402 -0.322 -0.562 0.1146
H 0.81028 0.33015 1.04317 0.264 0.561 -0.489 0.0979
H 0.62698 1.21021 -0.54032 1.736 0.744 -1.540 0.0528
H -0.60334 1.08334 0.45554 -1.436 0.768 1.041 -0.0690
H -1.24705 -1.17657 -0.11982 0.803 0.481 0.493 -0.0143
H 0.14097 -1.23929 -1.19567 0.904 -0.441 -0.974 0.0218
```
Positions in Å, forces in eV/Å.

Frontier orbital gap (spin up / spin down)   6.50 / 8.48 eV
Calculated total energy   -5568.5062 Eh
HOMO level (spin up / spin down)   -8.1 / -8.5 eV
LUMO energy (spin up / spin down)   -1.62 / -0.06 eV